Entry w
Density functional theory data (the ωB97M-V functional and the def2-TZVPD basis) for 2 unconnected molecules or ions with the total composition C9H19N4.

Bonds (Å) are listed after each position.
Geometry (Å):
1 C -2.9708 -0.5384 0.1558  C2 1.479, C3 1.506, N10 1.251
2 C -1.8790 0.3807 0.5437  C1 1.479, C5 1.637, N11 1.232
3 C -2.4960 -1.4106 -0.9769  C1 1.506, C4 1.528, H14 1.089, H15 1.094
4 C -0.9778 -1.4602 -0.8124  C3 1.528, C5 1.536, H16 1.089, H17 1.089
5 C -0.5764 -0.0523 -0.3490  C2 1.637, C4 1.536, C6 1.500, H18 1.099
6 C 0.8271 0.1362 0.1445  C5 1.500, C9 1.491, N13 1.296
7 C 2.4102 -1.5964 -0.5498  C9 1.541, H19 1.087, H20 1.086, H21 1.086
8 C 2.6444 -0.5901 1.7420  C9 1.530, H22 1.086, H23 1.088, H24 1.088
9 C 1.6526 -0.9973 0.6508  C6 1.491, C7 1.541, C8 1.530, H25 1.093
10 N -4.0542 -0.5068 0.7809  C1 1.251, H26 1.016
11 N -1.9803 1.3216 1.3330  C2 1.232, H27 1.012
12 N -0.0563 3.4393 -0.8690  H28 1.015, H29 1.014, H30 1.016
13 N 1.2836 1.3494 0.1611  C6 1.296, H31 1.013, H32 1.072
14 H -2.9591 -2.3964 -0.9522  C3 1.089
15 H -2.7702 -0.9348 -1.9228  C3 1.094
16 H -0.7297 -2.2039 -0.0569  C4 1.089
17 H -0.4851 -1.7343 -1.7438  C4 1.089
18 H -0.7079 0.6417 -1.1909  C5 1.099
19 H 3.1238 -0.8819 -0.9523  C7 1.087
20 H 1.7330 -1.8941 -1.3444  C7 1.086
21 H 2.9524 -2.4765 -0.2167  C7 1.086
22 H 3.1149 -1.4855 2.1383  C8 1.086
23 H 2.1436 -0.0858 2.5656  C8 1.088
24 H 3.4395 0.0444 1.3571  C8 1.088
25 H 0.9883 -1.7656 1.0542  C9 1.093
26 H -4.7721 -1.1649 0.4902  N10 1.016
27 H -1.1899 1.9106 1.5631  N11 1.012
28 H 0.5848 3.9684 -1.4519  N12 1.015
29 H -0.8642 3.2133 -1.4384  N12 1.014
30 H -0.3795 4.0676 -0.1390  N12 1.016
31 H 2.2115 1.5225 0.5282  N13 1.013
32 H 0.7387 2.1799 -0.2421  N13 1.072

- LUMO: -0.133 hartree
- Charge: +1
- E_HOMO: -0.4668 Eh

=====

Entry x
Density functional theory data (the ωB97M-V functional and the def2-TZVPD basis) for 2 unconnected molecules or ions with the total composition C9H19N4.

Bonds (Å) are listed after each position.
Geometry (Å):
1 C 0.8953 -1.6474 0.4791  C2 1.375, C3 1.409, H14 1.057
2 C 1.6652 -0.5084 0.4471  C1 1.375, C4 1.386, C7 1.514
3 C -0.4443 -1.7153 0.0471  C1 1.409, C5 1.403, C8 1.567
4 C 1.1166 0.6430 -0.0952  C2 1.386, C6 1.513, N10 1.374
5 C -1.0528 -0.5573 -0.4613  C3 1.403, C6 1.517, N11 1.350
6 C -0.1887 0.6245 -0.8593  C4 1.513, C5 1.517, C9 1.502, N12 1.432
7 C 3.0842 -0.4420 0.9696  C2 1.514, H15 1.137, H16 1.011, H17 1.067
8 C -1.2107 -3.0819 0.0579  C3 1.567, H18 1.142, H19 1.124, H20 1.080
9 C 0.2637 0.4619 -2.2826  C6 1.502, H21 1.087, H22 1.046, H23 1.187
10 N 1.7014 1.8816 -0.2021  C4 1.374, H24 0.982, H25 1.026
11 N -2.3553 -0.6232 -0.8096  C5 1.350, H26 1.022, H27 1.014
12 N -0.7805 1.9220 -0.7263  C6 1.432, H28 1.016, H29 0.997
13 N -1.5326 2.0609 2.4299  H30 1.015, H31 1.004, H32 0.984
14 H 1.4302 -2.4912 0.8233  C1 1.057
15 H 3.7075 -0.1234 0.0734  C7 1.137
16 H 3.4083 -1.3038 1.3884  C7 1.011
17 H 2.9667 0.3653 1.6567  C7 1.067
18 H -0.5489 -3.8100 0.6379  C8 1.142
19 H -1.1760 -3.5744 -0.9516  C8 1.124
20 H -2.2180 -3.0361 0.4436  C8 1.080
21 H -0.6340 0.4122 -2.8938  C9 1.087
22 H 0.8748 -0.3861 -2.3294  C9 1.046
23 H 0.9846 1.3612 -2.5662  C9 1.187
24 H 2.6166 2.1641 0.0158  N10 0.982
25 H 1.0104 2.5648 -0.5318  N10 1.026
26 H -2.8629 -1.4146 -0.4091  N11 1.022
27 H -2.6433 -0.0854 -1.6192  N11 1.014
28 H -1.7434 2.0635 -1.0175  N12 1.016
29 H -0.8861 2.0917 0.2508  N12 0.997
30 H -1.8629 2.9860 2.6856  N13 1.015
31 H -1.2664 1.6036 3.2833  N13 1.004
32 H -2.3187 1.5942 2.0655  N13 0.984

- LUMO: -0.157 hartree
- Charge: +1
- E_HOMO: -0.4233 Eh

=====

What should be chosen as the most stable of them? Choose entry w.

=====

Entry w
Density functional theory data (the ωB97M-V functional and the def2-TZVPD basis) for a single C2H6O molecule.

Bonds (Å) are listed after each position.
Geometry (Å):
1 C -0.2916 0.1567 -0.8680  C2 1.508, H4 1.091, H5 1.086, H6 1.095
2 C 0.0770 0.2973 0.5876  C1 1.508, O3 1.432, H7 1.084, H8 1.094
3 O 0.1932 -0.9865 1.2112  C2 1.432, H9 0.967
4 H 0.5138 -0.3675 -1.3838  C1 1.091
5 H -0.6088 1.1227 -1.2484  C1 1.086
6 H -1.1428 -0.5079 -1.0504  C1 1.095
7 H 0.9727 0.8880 0.7398  C2 1.084
8 H -0.6815 0.8246 1.1744  C2 1.094
9 H 0.9681 -1.4275 0.8376  O3 0.967

- LUMO: 0.039 hartree
- Charge: 0
- E_HOMO: -0.3824 Eh
- SMILES string: CCO

=====

Entry x
Density functional theory data (the ωB97M-V functional and the def2-TZVPD basis) for 2 unconnected molecules or ions with the total composition C2H6O.

Bonds (Å) are listed after each position.
Geometry (Å):
1 C 0.0000 0.0000 0.0000  C2 1.312, H3 1.096, H4 1.096
2 C 0.9179 -0.9247 0.1511  C1 1.312, H5 1.096, H6 1.096
3 H -0.3337 0.6536 0.8140  C1 1.096
4 H -0.5042 0.0945 -0.9685  C1 1.096
5 H 1.2738 -0.9933 1.1855  C2 1.096
6 H 1.3879 -1.5771 -0.5936  C2 1.096
7 O -4.7328 1.6425 5.2918  H8 0.984, H9 0.984
8 H -5.0239 0.9777 4.6273  O7 0.984
9 H -4.0924 2.2123 4.8085  O7 0.984

- LUMO: 0.030 hartree
- Charge: 0
- E_HOMO: -0.3802 Eh
- SMILES string: C=C.O

=====

What should be chosen as the most stable of them? Choose entry w.